The following is a quantum chemistry calculation of a cluster of 9 separate species, C26H54O17S5 in total in a non-equilibrium geometry, from the OMol25 dataset.

ORCA input file:
```
! RIJCOSX wB97M-V def2-TZVPD def2/J DEFGRID3
* xyz 0 1
H -23.462 5.489 14.246
C -22.956 9.945 11.613
H -21.065 7.649 13.087
H -13.488 10.403 18.503
H -15.930 11.109 14.334
H -17.100 9.030 5.304
H -17.506 4.666 9.551
H -23.899 9.991 11.067
C -15.890 9.733 17.527
C -16.329 9.994 7.547
C -16.839 7.434 14.181
O -20.441 4.424 12.580
H -18.598 8.343 5.631
H -23.079 4.115 13.112
C -18.572 4.478 9.680
H -15.293 10.831 20.435
C -14.370 13.544 14.025
H -10.985 4.578 11.270
O -12.303 3.549 13.321
H -19.263 5.412 7.106
S -16.334 6.650 12.615
H -12.827 12.287 17.416
H -17.535 4.953 16.926
O -10.721 1.984 13.850
H -13.993 14.563 13.939
C -13.606 12.463 18.157
O -22.410 12.411 10.908
H -15.047 7.076 19.428
H -17.574 8.473 11.436
C -16.277 11.749 13.523
H -14.144 13.111 13.051
O -16.793 5.142 12.875
C -17.590 9.163 7.331
O -16.713 11.173 8.282
O -14.068 2.932 19.254
C -22.755 4.707 13.968
S -19.186 3.291 8.354
C -15.389 10.936 19.354
H -13.810 5.694 11.255
H -21.159 6.606 11.754
H -22.438 9.000 11.772
H -14.290 13.184 17.709
H -19.976 10.099 12.156
H -13.287 13.060 19.012
O -15.037 10.699 17.177
O -17.941 2.630 7.724
H -18.489 6.920 11.606
H -13.922 5.770 12.942
H -15.583 6.443 17.330
C -17.523 7.385 11.412
H -22.617 6.910 12.761
H -19.621 11.634 11.483
H -15.958 11.851 19.186
H -18.572 10.112 5.561
C -21.543 6.723 12.768
C -15.773 5.598 17.991
C -14.533 4.107 19.065
O -16.551 9.043 16.792
H -20.609 11.612 12.840
H -17.206 7.097 10.410
H -16.196 6.884 14.868
H -13.714 12.998 14.704
H -17.207 11.347 13.120
C -17.208 5.129 17.951
C -18.010 9.230 5.869
H -20.872 4.940 7.471
H -17.598 4.247 18.459
C -17.989 11.098 8.597
C -12.896 3.948 12.102
C -19.888 4.529 7.241
H -22.849 3.923 14.720
S -21.763 11.028 10.638
O -14.692 5.153 19.990
H -12.323 6.068 12.188
H -17.926 7.431 14.255
C -13.233 5.470 12.153
H -13.775 3.314 11.985
H -11.968 3.809 10.143
C -20.438 11.057 11.917
H -17.945 5.815 18.368
C -14.275 11.143 18.357
H -16.454 6.230 19.947
C -15.515 6.092 19.409
O -16.945 14.552 13.575
H -20.029 3.766 6.476
H -16.603 8.464 13.911
H -23.033 10.246 12.658
S -21.021 5.230 13.697
H -18.831 3.907 10.571
H -17.379 8.145 7.656
O -15.146 4.390 17.958
O -18.623 11.908 9.153
S -16.166 13.469 14.356
H -15.650 11.711 12.631
O -18.516 9.896 8.109
H -15.626 9.364 8.092
O -11.118 2.611 11.778
O -16.169 9.880 18.856
C -11.695 3.753 11.197
H -19.048 5.458 9.693
H -15.903 10.199 6.566
C -11.367 2.656 13.059
*
```

Computed properties:
HOMO level = -8.99 eV
frontier orbital gap = 8.7 eV
ΔE to the lowest compared entry with this formula, charge and spin = 651.5 kJ/mol



The following is a quantum chemistry calculation of a structure of composition C25H33AsN4O2STi, from the OMol25 dataset.

ORCA input file:
```
! RIJCOSX wB97M-V def2-TZVPD def2/J DEFGRID3
* xyz 0 1
C 2.920 0.765 2.090
H 1.678 3.983 -3.136
H -4.253 -3.103 -1.154
H -1.463 -1.444 3.177
Ti -0.694 0.971 -0.345
H -0.472 -3.020 -2.558
C 1.265 -2.892 0.061
H -6.267 -1.676 -0.745
C -2.895 -1.500 -0.762
H -2.496 -1.061 1.811
H 1.300 -5.828 -0.374
O -2.184 2.224 0.044
H -1.187 0.871 3.686
C 2.379 -0.758 3.876
O -4.334 2.793 0.320
H 2.667 -1.318 4.754
H -0.739 2.032 2.414
C 2.154 3.266 -2.482
C -0.001 4.040 -0.129
C -3.466 1.992 0.071
C -0.016 -3.979 -2.313
C -5.271 -1.264 -0.656
H -0.600 -4.503 -1.553
C 0.705 -0.129 2.266
H 3.799 0.549 -0.295
C -4.155 -2.062 -0.880
C 1.637 0.628 1.544
S -0.314 -0.030 -2.158
H -1.761 3.452 -2.050
H -5.902 0.757 -0.163
C 2.043 1.757 -0.584
H -2.321 1.236 2.359
H 0.909 -1.884 -0.160
H 2.107 -2.830 0.750
C 2.129 -5.489 -0.997
H 0.458 4.947 -0.532
H 2.243 -6.167 -1.843
N 0.058 2.967 -1.153
C -3.789 0.541 -0.232
C 3.282 0.073 3.233
H 4.286 0.187 3.622
C -5.085 0.069 -0.331
N 1.173 1.223 0.388
H -1.049 -2.063 1.561
C 3.347 1.351 -0.859
H 0.472 -3.493 0.508
H 3.048 -5.511 -0.414
C 1.076 -0.830 3.400
N -2.719 -0.223 -0.425
H 0.552 3.723 0.754
C 3.473 2.889 -2.713
C 4.052 1.921 -1.909
H 5.060 1.583 -2.112
C -1.274 1.106 2.622
H -0.582 2.675 -3.132
C 1.455 2.691 -1.441
H -1.996 -2.073 -0.951
H 3.633 1.429 1.628
H 4.026 3.326 -3.533
C -1.464 -1.220 2.108
As 1.811 -3.665 -1.657
H -1.038 4.230 0.135
H 0.020 -4.585 -3.218
H 0.358 -1.434 3.938
N -0.682 -0.005 1.821
H -0.394 4.392 -2.663
C -0.711 3.400 -2.331
*
```

Computed properties:
HOMO level = -7.33 eV
frontier orbital gap = 7.2 eV
ΔE to the lowest compared entry with this formula, charge and spin = 22.2 kJ/mol



The following is a quantum chemistry calculation of the molecule C3H4O2 in a non-equilibrium geometry, from the OMol25 dataset.

ORCA input file:
```
! RIJCOSX wB97M-V def2-TZVPD def2/J DEFGRID3
* xyz 0 1
C 0.825 1.147 -0.252
O 1.069 2.016 -1.062
C -0.221 -0.823 0.852
H -1.508 -0.924 -1.285
O -0.893 -0.183 -1.352
H 0.408 -0.652 1.705
C -0.161 -0.050 -0.229
H -0.898 -1.662 0.910
H 1.377 1.131 0.711
*
```

Computed properties:
SMILES = C=C(O)C=O
HOMO level = -9.85 eV
frontier orbital gap = 10.2 eV
ΔE to the lowest compared entry with this formula, charge and spin = 119.5 kJ/mol



The following is a quantum chemistry calculation of a cluster of 2 separate species, C18H41N4O2 in total in a non-equilibrium geometry, from the OMol25 dataset.

ORCA input file:
```
! RIJCOSX wB97M-V def2-TZVPD def2/J DEFGRID3
* xyz 1 1
C 1.275 2.240 0.190
H 2.274 2.074 0.583
H 1.402 2.474 -0.861
C 0.520 3.418 0.833
H -2.168 -0.629 -4.513
N 1.127 -0.850 3.056
C 1.596 3.280 4.555
H -1.020 0.440 1.532
H 2.395 3.947 4.871
H -3.767 -1.744 1.117
H 1.050 -1.956 -0.956
C 1.808 2.973 3.058
O 0.407 1.814 6.056
H -3.081 -3.409 -5.468
H -0.527 0.466 4.832
H 1.696 4.834 1.985
H -0.441 1.215 -0.406
H 2.879 3.014 2.886
H -1.566 -2.757 -3.468
C -0.095 0.517 5.837
H -0.156 -3.432 2.095
H -0.677 -4.080 -5.346
C 1.678 2.048 5.449
C 0.455 0.980 0.179
N 0.423 -1.716 0.998
C -0.944 -3.032 -5.505
O 1.135 -0.049 -0.464
H -0.539 1.033 -5.165
C 1.081 3.961 2.153
H -0.335 -0.365 -6.191
H -0.536 -1.219 -0.895
C -2.334 -2.970 -6.133
H 0.571 4.230 0.119
H 1.932 -0.283 3.282
H -0.697 -3.393 0.431
H 0.770 -1.459 3.780
C -0.853 -2.302 -4.166
C -0.217 -0.011 -5.165
H -0.532 3.155 0.897
H 1.862 0.524 -5.450
C -0.587 -2.800 1.328
C -1.128 -0.797 -4.224
H -1.028 -0.384 -3.211
H -2.474 -0.930 0.267
C 1.255 -0.069 -4.766
H 1.512 1.939 2.898
H -0.206 -2.634 -6.205
C -2.779 -1.883 0.697
N -1.889 -2.392 1.738
H 1.640 -1.090 -4.791
H 0.141 -2.475 -3.738
H 2.396 2.195 6.251
N -0.007 0.535 1.511
H -2.354 -3.523 -7.071
H 0.677 -0.240 5.980
H -1.903 -1.834 2.582
H -2.867 -2.630 -0.080
H 2.014 1.177 4.887
H 0.659 3.794 4.708
H -0.888 0.317 6.544
C 0.522 -0.720 1.867
H -2.634 -1.945 -6.351
H 1.401 0.327 -3.758
C 0.441 -1.247 -0.407
H 0.232 4.325 2.724
*
```

Computed properties:
HOMO level = -12.21 eV
frontier orbital gap = 7.3 eV



The following is a quantum chemistry calculation of the molecule C3H4O3, from the OMol25 dataset.

ORCA input file:
```
! RIJCOSX wB97M-V def2-TZVPD def2/J DEFGRID3
* xyz 0 1
H 0.846 -1.460 -0.915
H 0.356 -1.278 0.788
H -2.544 0.593 -0.317
O -1.214 0.721 1.232
O -0.871 -0.439 -0.673
C 1.306 0.460 -0.056
O 1.117 1.480 -0.665
H 2.166 0.339 0.635
C -1.580 0.351 0.149
C 0.419 -0.769 -0.180
*
```

Computed properties:
SMILES = O=CCOC=O
HOMO level = -10.31 eV
frontier orbital gap = 11.2 eV
ΔE to the lowest compared entry with this formula, charge and spin = 106.3 kJ/mol



The following is a quantum chemistry calculation of a cluster of 2 separate species, H5N3O2 in total in a non-equilibrium geometry, from the OMol25 dataset.

ORCA input file:
```
! RIJCOSX wB97M-V def2-TZVPD def2/J DEFGRID3
* xyz 0 1
H -0.399 -0.678 0.450
N 1.576 0.293 -0.089
N -1.037 -0.522 -0.299
N -1.838 0.634 0.064
O 2.078 1.382 -0.159
H -2.789 0.413 -0.183
O 2.590 -0.573 0.080
H 2.136 -1.432 0.143
H -0.465 -0.241 -1.087
H -1.852 0.723 1.079
*
```

Computed properties:
SMILES = O=NO.NN
HOMO level = -8.55 eV
frontier orbital gap = 8.5 eV
ΔE to the lowest compared entry with this formula, charge and spin = 12.2 kJ/mol



The following is a quantum chemistry calculation of a cluster of 2 separate species, C4H10FN2 in total in a non-equilibrium geometry, from the OMol25 dataset.

ORCA input file:
```
! RIJCOSX wB97M-V def2-TZVPD def2/J DEFGRID3
* xyz 1 1
H -3.256 0.639 1.247
F -1.060 -0.517 -0.802
H 2.680 -0.413 1.750
H 1.294 0.694 -0.722
H -4.777 -0.585 0.305
C 1.911 0.211 1.125
H 3.372 0.709 -1.890
N 2.050 0.515 -0.105
N -3.916 -0.815 -0.046
H 0.977 0.517 1.595
C 3.196 0.175 -0.978
C -1.633 0.127 0.241
H 4.234 0.088 -0.485
H -4.018 -1.301 -0.914
H -0.957 0.800 0.633
C -2.985 0.085 0.413
H 2.887 -0.930 -1.366
*
```

Computed properties:
HOMO level = -11.27 eV
frontier orbital gap = 5.9 eV
ΔE to the lowest compared entry with this formula, charge and spin = 217.0 kJ/mol



The following is a quantum chemistry calculation of a cluster of 3 separate species, C5H12O2 in total in a non-equilibrium geometry, from the OMol25 dataset.

ORCA input file:
```
! RIJCOSX wB97M-V def2-TZVPD def2/J DEFGRID3
* xyz 0 1
H 0.830 -2.314 2.143
C -0.916 -1.742 -0.156
C 0.335 -1.917 -0.626
H 1.046 -1.446 0.036
C -1.228 -1.525 1.300
O 1.299 4.001 -1.024
H 0.722 2.141 -3.149
H -1.498 -1.888 3.847
C -0.441 -1.629 3.600
H 1.284 4.462 -0.174
H -1.706 -1.672 -0.927
H 0.513 -2.057 -1.661
H -1.672 -0.571 1.549
H -0.163 2.117 -4.509
H -1.857 -2.390 1.616
H 0.178 -1.576 4.547
C -0.099 -1.812 2.306
H 2.104 4.296 -1.461
O 0.462 2.584 -3.958
*
```

Computed properties:
SMILES = C=CCC=C.O.O
HOMO level = -8.83 eV
frontier orbital gap = 9.6 eV
ΔE to the lowest compared entry with this formula, charge and spin = 359.1 kJ/mol



The following is a quantum chemistry calculation of a cluster of 7 separate species, C32H45ClIN3O23P in total in a non-equilibrium geometry, from the OMol25 dataset.

ORCA input file:
```
! RIJCOSX wB97M-V def2-TZVPD def2/J DEFGRID3
* xyz 1 1
O 0.504 6.258 2.672
H -2.870 2.953 -1.664
H 4.287 -0.711 -4.442
H -4.345 4.019 -3.265
O 3.564 1.544 2.327
O 0.547 5.000 0.803
H 1.326 -5.307 -8.467
O -2.046 -1.106 5.515
H 2.708 1.563 4.232
H 1.592 -1.635 -4.011
H -4.566 2.518 -4.183
H 0.444 0.888 2.785
H 0.446 -3.714 2.836
H 0.142 -4.908 -6.395
C -1.917 -0.150 0.007
H -2.263 -2.217 0.531
N -2.622 -0.626 2.385
O -1.703 -3.981 1.815
C 1.493 0.622 2.692
H -0.231 3.706 -0.624
C -3.856 3.111 -3.605
C 1.507 -1.981 -1.905
H -3.492 -3.609 -2.490
H 2.023 2.705 3.060
H -2.378 -1.924 -1.182
H -0.989 5.305 4.770
O -0.414 0.070 6.445
C 3.153 0.958 1.187
C 1.156 5.539 5.098
C -2.316 -1.119 6.931
H 1.459 -5.911 -5.753
C -0.646 -1.068 -2.784
C -0.861 -0.502 5.329
H -2.002 0.993 7.386
C 1.226 -5.005 -6.306
O 2.334 -3.583 1.249
H -3.377 -0.992 7.121
H -0.933 0.302 -0.069
C -1.767 2.511 -4.213
C -2.608 0.256 1.282
O -2.733 3.423 -4.436
H 1.966 0.573 -3.105
C 3.987 0.124 -3.834
O 3.800 0.856 0.193
H -1.789 -0.447 2.944
O -0.277 -0.485 4.278
H -3.432 -0.367 2.937
O -2.076 1.734 -3.133
C -1.472 0.041 7.419
N 2.139 -5.046 1.359
C 2.755 -0.157 -2.972
H -1.525 -0.550 -2.450
C -1.327 3.757 1.273
C 0.283 -2.660 0.470
C -0.226 5.078 5.509
O 1.997 4.538 5.693
H 3.040 -0.075 -1.929
O 1.740 -3.850 -5.626
O 2.474 -1.835 -6.338
O -0.954 4.566 2.394
O 1.716 2.365 6.185
O -0.046 3.657 5.638
H -3.872 1.549 -2.081
H -1.766 -1.479 -4.529
C 2.223 -2.618 -0.910
C 1.926 -4.925 -7.646
O 2.142 -3.517 -7.791
H 1.658 -0.336 3.186
C -0.054 3.753 0.448
H -0.265 -2.359 -4.537
H 1.411 6.525 5.474
C 1.599 -2.963 0.280
C 0.073 5.367 2.018
O -3.144 -2.916 -3.057
H -1.258 -3.734 -2.607
O 1.871 0.507 1.310
I 5.575 0.650 -2.490
H -0.532 5.479 6.476
O -3.120 1.358 1.326
H 2.893 -5.430 -7.645
C -1.831 -1.662 -0.293
C -1.076 -2.033 -3.900
H -0.012 -0.315 -3.230
N -0.412 -2.046 -0.510
C 2.238 -1.595 -3.154
H -2.161 4.235 0.753
Cl 3.857 -3.006 -1.075
C 2.151 -2.956 -6.567
P -0.548 -3.097 2.071
C -3.217 2.319 -2.482
H -1.069 -0.108 8.416
H -2.500 0.317 -0.772
H -0.839 -1.902 2.710
C 0.155 -1.713 -1.697
H 0.627 2.944 0.730
O 1.700 -5.528 0.413
H 3.825 1.012 -4.419
H -1.992 -2.077 7.337
H 3.069 -2.265 -3.296
H -1.846 -3.988 -4.228
C 1.267 3.422 5.871
C 2.429 1.699 3.193
C -1.816 -3.259 -3.421
O -0.776 2.385 -4.850
H 1.301 5.522 4.019
H -1.634 2.771 1.593
*
```

Computed properties:
HOMO level = -10.48 eV
frontier orbital gap = 6.8 eV



The following is a quantum chemistry calculation of the molecule C2H4N2O3 in a non-equilibrium geometry, from the OMol25 dataset.

ORCA input file:
```
! RIJCOSX wB97M-V def2-TZVPD def2/J DEFGRID3
* xyz 0 1
N 0.006 -0.858 -0.284
C 0.542 0.615 -0.273
H -0.994 -0.324 1.449
H 0.693 0.612 1.792
O -2.229 -1.138 0.059
N 0.961 1.060 0.929
H 1.731 1.698 0.930
O -0.092 -1.372 -1.565
H -0.280 -0.614 -2.156
C -1.132 -0.791 0.457
O 0.794 1.113 -1.338
*
```

Computed properties:
SMILES = NC(=O)N(O)C=O
HOMO level = -10.31 eV
frontier orbital gap = 10.8 eV
ΔE to the lowest compared entry with this formula, charge and spin = 267.9 kJ/mol



The following is a quantum chemistry calculation of a cluster of 2 separate species, C3H7NO2S in total in a non-equilibrium geometry, from the OMol25 dataset.

ORCA input file:
```
! RIJCOSX wB97M-V def2-TZVPD def2/J DEFGRID3
* xyz 0 1
H -1.672 3.327 2.068
C -1.607 1.986 0.411
H -0.193 -2.437 -0.817
H 1.425 -2.632 -1.051
S 0.527 -0.294 -0.580
H 0.224 -1.283 1.424
C -1.408 2.403 1.666
H -1.161 1.753 2.507
H 2.600 0.315 -1.439
C 0.605 -1.989 -1.364
N -0.013 -0.495 0.834
O 2.254 -0.202 -0.638
H 0.423 -2.066 -2.397
O -2.003 1.613 -0.623
*
```

Computed properties:
HOMO level = -8.76 eV
frontier orbital gap = 9.4 eV
ΔE to the lowest compared entry with this formula, charge and spin = 411.0 kJ/mol



The following is a quantum chemistry calculation of a structure of composition C26H31BrDyN4O2S, from the OMol25 dataset.

ORCA input file:
```
! RIJCOSX wB97M-V def2-TZVPD def2/J DEFGRID3
* xyz 3 6
C -5.528 -0.913 0.006
H 0.478 -1.273 5.600
C 0.058 1.340 -4.440
C 1.395 -0.737 5.352
C 2.179 1.136 2.500
H -0.447 2.729 -2.834
C 5.111 -2.322 3.319
H 2.212 -2.367 4.208
H 1.158 0.323 5.241
H -0.518 3.198 0.736
H 0.438 4.030 2.853
H 0.562 0.285 -6.255
C 0.363 1.244 -5.792
C 1.769 2.346 3.057
H 5.241 -0.506 4.469
H 1.326 -1.208 3.242
C 0.101 -0.985 -3.816
C 0.191 3.638 -5.999
C -0.118 3.751 -4.646
H 0.666 2.314 -7.619
N 0.658 1.480 0.682
H -6.816 0.840 -0.287
H -0.308 4.724 -4.216
C 0.428 2.387 -6.566
H 2.246 2.705 3.962
N 3.297 -0.681 3.746
C 1.604 0.749 1.311
C 4.525 -1.301 4.279
H 2.080 -0.842 6.194
H -4.827 2.038 -0.732
N -0.272 -1.504 -1.485
C 2.017 -1.302 4.083
C -0.384 -2.385 -0.484
H -3.546 -1.734 -0.486
O -2.397 1.203 -0.853
H 5.982 -2.796 3.770
H -6.400 0.534 1.382
Br 0.290 5.171 -7.046
C 0.777 3.091 2.437
S -3.330 0.543 0.244
C -4.135 -0.828 -0.615
H 0.164 -5.286 -2.108
N -0.019 0.251 -3.541
H -5.503 -1.541 0.895
C 0.154 -3.318 -2.982
H -6.201 -1.392 -0.701
C -0.243 -3.750 -0.664
O 4.458 1.043 2.811
C 0.247 2.629 1.255
H -4.144 -0.527 -1.665
H 4.267 -1.760 5.234
H 0.282 -1.354 -4.823
H -4.806 2.249 1.034
C 0.036 -4.225 -1.933
H 1.935 -0.154 0.808
C -4.851 1.519 0.229
H 5.430 -1.836 2.396
H 0.373 -3.653 -3.988
C -6.010 0.517 0.368
H -0.343 -4.421 0.178
H -0.585 -1.979 0.501
C -0.012 -1.973 -2.731
H 4.390 -3.107 3.080
Dy -0.382 0.891 -1.331
C 3.419 0.461 3.060
C -0.179 2.602 -3.886
*
```

Computed properties:
HOMO level (spin up / spin down) = -15.85 / -15.85 eV
frontier orbital gap (spin up / spin down) = 5.8 / 5.9 eV